DFT (wB97M-V/def2-TZVPD) results for one molecule with the formula C24H28N2O5S in a non-equilibrium geometry.

Each line ends with the Mulliken charge.
Geometry (Å):
C: -4.262 -1.593 3.310  -0.91
O: -4.635 -0.775 2.231  -0.46
C: -3.654 -0.117 1.553  1.24
C: -2.313 -0.116 1.891  -1.05
C: -1.392 0.584 1.126  -0.44
C: -1.802 1.307 0.023  -0.42
C: -0.806 2.002 -0.868  -0.55
C: 0.339 2.709 -0.134  -1.14
C: 1.516 1.818 -0.468  0.02
C: 2.821 1.993 0.074  0.60
C: 3.978 1.325 -0.248  -0.48
C: 5.084 1.753 0.504  -0.64
C: 4.770 2.739 1.389  -0.43
S: 3.111 3.169 1.323  -0.15
N: 1.224 0.884 -1.304  -0.70
N: -0.077 0.965 -1.638  0.65
C: -0.689 0.156 -2.536  0.81
O: -1.811 0.371 -2.940  -0.64
C: 0.173 -0.988 -3.069  -0.70
O: 0.901 -1.684 -2.068  -0.33
C: 0.218 -2.044 -0.974  0.14
O: -0.952 -1.813 -0.817  -0.68
C: 1.107 -2.740 0.034  0.74
C: 1.886 -3.891 -0.607  -0.91
C: 2.809 -4.544 0.418  -0.76
C: 3.779 -3.516 0.993  -0.71
C: 3.010 -2.368 1.638  -0.97
C: 2.077 -1.712 0.626  0.13
C: -3.150 1.314 -0.324  -0.46
C: -4.079 0.609 0.418  0.96
O: -5.408 0.546 0.141  -0.48
C: -5.859 1.119 -1.062  -0.90
H: -5.184 -2.052 3.663  0.24
H: -3.814 -1.013 4.124  0.34
H: -3.564 -2.377 2.997  0.36
H: -1.962 -0.675 2.743  0.37
H: -0.348 0.540 1.402  0.19
H: -1.325 2.649 -1.580  0.66
H: 0.518 3.719 -0.509  0.44
H: 0.168 2.772 0.940  0.51
H: 4.011 0.568 -1.009  0.51
H: 6.075 1.349 0.395  0.42
H: 5.415 3.243 2.080  0.46
H: -0.496 -1.675 -3.598  0.35
H: 0.928 -0.594 -3.754  0.30
H: 0.457 -3.126 0.825  0.65
H: 2.477 -3.500 -1.437  0.29
H: 1.188 -4.631 -1.005  0.39
H: 3.363 -5.358 -0.054  0.40
H: 2.211 -4.971 1.227  0.34
H: 4.430 -3.990 1.730  0.38
H: 4.408 -3.125 0.191  0.33
H: 3.707 -1.622 2.026  0.37
H: 2.425 -2.750 2.478  0.36
H: 1.513 -0.910 1.106  -0.28
H: 2.657 -1.271 -0.185  0.03
H: -3.451 1.854 -1.206  0.31
H: -6.915 0.860 -1.133  0.23
H: -5.757 2.210 -1.052  0.33
H: -5.323 0.712 -1.925  0.36

Summary:
Structure (SMILES): COc1ccc([C@H]2CC(c3cccs3)=NN2C(=O)COC(=O)C2CCCCC2)cc1OC
Energy relative to the best compared isomer or geometry (same formula, charge and spin): 204.6 kJ/mol
Frontier orbital gap: 7.84 eV
LUMO level: 0.0043 Eh
DFT total energy: -1815.23029 hartree
HOMO level: -7.726 eV
Total charge: 0